Record 1
Formula: C28H32NO2Si
Source: the OMol25 dataset
Level of theory: ωB97M-V with the def2-TZVPD basis set

```
64
Properties=species:S:1:pos:R:3:forces:R:3
C 3.7593 -0.4096 2.6758 0.2700 0.0169 0.1039
Si 2.2226 0.4994 2.1375 -0.8216 -0.4422 -0.3446
C 1.5011 1.6082 3.4486 0.2449 0.3461 0.2857
C 2.5219 1.4179 0.5490 0.1932 0.1971 -0.1456
C 0.8782 -0.8516 1.8382 0.3160 -0.1103 0.5710
C 0.8514 -1.9462 2.6250 -0.1584 0.9288 -1.4843
O -0.0025 -0.7206 0.7794 -1.0767 -0.3548 -0.0384
C -0.8437 0.4004 0.7001 0.7010 -0.1196 0.3207
C -0.8040 1.1237 -0.4922 0.2057 0.2070 0.4733
C -1.3386 2.4095 -0.4963 -0.3966 -0.2170 0.0055
C -2.0106 2.8922 0.6325 -0.0644 0.0994 0.1441
C -2.1629 2.0880 1.7683 -0.1508 -0.1883 -0.2762
C -1.6077 0.8066 1.7997 0.5196 0.1508 -0.4095
H 4.5579 0.3186 2.8736 -0.1009 -0.1941 0.0199
H 3.6077 -0.9995 3.5884 0.0897 0.1258 -0.1178
H 4.1114 -1.0867 1.8845 -0.1184 0.1691 0.1830
H 2.2472 2.3621 3.7360 -0.2003 -0.0573 0.0634
H 0.6140 2.1343 3.0733 0.1818 -0.1245 0.0170
H 1.2046 1.0506 4.3468 0.1295 0.1164 -0.2234
H 3.5269 1.8622 0.5791 -0.2023 -0.0479 -0.1010
H 2.4689 0.7471 -0.3184 0.0442 0.1364 0.1776
H 1.7989 2.2292 0.4012 0.1100 -0.1806 0.0185
H 0.0601 -2.6927 2.5449 0.3709 0.0991 -0.1194
H 1.7169 -2.0823 3.2653 -0.3044 -0.0882 -0.0498
H -0.2777 0.7013 -1.3470 -0.0119 0.2069 0.2361
H -1.2363 3.0308 -1.3876 -0.1120 -0.1738 0.2694
H -2.4419 3.8976 0.6181 0.2159 -0.3771 0.0286
H -2.7197 2.4415 2.6377 0.1154 -0.0051 -0.3082
H -1.7021 0.1417 2.6596 0.1449 0.2895 -0.0980
C 2.3917 -9.5714 2.8318 0.1003 0.1682 0.2633
O 2.8692 -8.7740 3.9391 -0.4130 0.8405 -0.2629
C 2.4004 -7.5077 4.0836 -0.2646 -0.2108 -0.1347
C 1.3737 -6.9549 3.2779 0.2884 -0.4412 0.3396
C 0.9167 -5.6772 3.5482 0.0625 0.0887 0.2131
C 1.4991 -4.8861 4.5601 0.3325 -0.3787 -0.6149
C 1.0113 -3.5564 4.8245 -1.0766 -1.1728 1.9001
C -0.3375 -3.3015 5.0426 0.7549 0.4860 -0.2498
C -0.8748 -2.0075 5.4406 -0.5421 0.0765 -0.5181
C -0.2691 -0.8024 5.7577 -0.3559 0.3041 0.2811
C -1.0957 0.3103 5.9826 0.3022 -0.4005 -0.0236
C -2.4923 0.2078 5.8743 -0.0349 -0.4019 -0.0772
C -3.1121 -1.0099 5.5540 0.2456 0.1804 0.0917
C -2.2759 -2.0956 5.3343 0.5005 0.4587 0.2147
N -2.5991 -3.4061 4.9535 1.7340 -1.3436 -0.1980
C -3.9422 -3.9295 4.7946 -0.4755 -0.3286 -0.0832
C -1.4608 -4.1335 4.7916 -1.1755 0.9962 0.0947
C 2.5503 -5.4454 5.3379 -0.0582 0.5523 -0.3955
C 2.9695 -6.7366 5.1306 -0.2357 -0.5026 -0.3533
H 2.9347 -10.5100 2.9401 -0.1754 0.1024 -0.1405
H 1.3088 -9.7464 2.9007 0.2944 0.0308 0.0717
H 2.6311 -9.1033 1.8663 -0.0008 -0.0628 0.3092
H 0.9142 -7.5414 2.4797 0.2318 0.2623 0.2703
H 0.1062 -5.2613 2.9490 0.3538 -0.0636 -0.0183
H 1.7241 -2.7892 5.1303 -0.1796 -0.2252 0.0524
H 0.8169 -0.7646 5.8566 -0.3185 0.2643 -0.0448
H -0.6420 1.2646 6.2576 -0.1976 -0.2849 -0.1421
H -3.1012 1.0921 6.0472 0.0884 -0.2131 -0.0150
H -4.1905 -1.1284 5.4808 0.1983 0.3181 0.0364
H -4.6524 -3.1304 5.0152 0.0888 -0.2614 -0.1107
H -4.0953 -4.2913 3.7693 0.0412 0.2346 0.2562
H -4.1204 -4.7675 5.4824 0.1129 0.3258 -0.1124
H -1.4801 -5.1719 4.4730 -0.1630 0.2559 0.2463
H 3.0066 -4.8354 6.1198 -0.0943 -0.2329 -0.1817
H 3.7221 -7.2073 5.7595 -0.1031 0.1700 -0.1658
```
Positions in Å, forces in eV/Å.

For the max |F|, the calculation gives 0.048 hartree/bohr. For the frontier orbital gap, the calculation gives 5.92 eV. Its net charge is +1.

Taken from the Mulliken analysis, the atomic charges in e are:
1. C -1.0620
2. Si 0.0062
3. C -0.6655
4. C -1.0477
5. C 0.5076
6. C -0.3393
7. O -0.5122
8. C 0.2006
9. C -0.4095
10. C -0.3560
11. C -0.5956
12. C -0.3856
13. C -0.1165
14. H 0.3897
15. H 0.2836
16. H 0.3234
17. H 0.4537
18. H 0.2654
19. H -0.0403
20. H 0.3677
21. H 0.3454
22. H 0.2955
23. H 0.3134
24. H -0.1505
25. H 0.4439
26. H 0.3891
27. H 0.3849
28. H 0.4251
29. H 0.3190
30. C -0.8043
31. O -0.4328
32. C 0.8647
33. C -0.8893
34. C -0.4532
35. C 0.0893
36. C -0.2869
37. C 0.7262
38. C 0.5015
39. C -0.1825
40. C -0.7177
41. C -0.8387
42. C -0.9035
43. C 0.2103
44. N 0.1716
45. C -0.9279
46. C -0.6701
47. C -0.3767
48. C -0.8478
49. H 0.2459
50. H 0.3301
51. H 0.3506
52. H 0.3854
53. H 0.5249
54. H 0.6893
55. H 0.4889
56. H 0.4005
57. H 0.4377
58. H 0.2829
59. H 0.3016
60. H 0.3543
61. H 0.3465
62. H 0.7106
63. H 0.4483
64. H 0.4370

Record 2
Formula: C28H33BBrN10O2RuS
Source: the OMol25 dataset
Level of theory: ωB97M-V with the def2-TZVPD basis set

```
77
Properties=species:S:1:pos:R:3:forces:R:3
Ru -0.6415 -0.0168 -0.1033 -1.4251 -0.8729 0.7583
S -0.8354 3.9170 2.0676 -0.0355 -0.2342 0.0163
C -1.5138 2.9991 3.3532 0.1828 0.2176 -0.1198
C -2.1358 1.8864 2.9234 -0.0944 -0.2124 -0.0803
C -2.0746 1.7066 1.4944 0.6124 0.5621 -0.0552
C -1.3377 2.7426 0.8814 -0.5000 -0.0291 0.8047
C -1.0087 2.9094 -0.4912 -0.1093 -0.0855 -0.8517
C -0.8047 4.1889 -1.0573 -0.1896 -0.1648 0.2780
C -0.6134 4.3262 -2.4037 0.0155 -0.1463 -0.2655
C -0.6354 3.1748 -3.2026 -0.0824 0.2730 0.1316
C -0.7642 1.9575 -2.5829 -0.1602 -0.1579 0.0521
N -0.9001 1.7763 -1.2564 0.9719 0.5808 0.2956
H -1.4148 3.3436 4.3703 -0.0034 0.0053 -0.0153
H -2.6420 1.1920 3.5771 0.0093 0.0067 -0.0245
H -0.8584 5.0579 -0.4146 -0.0098 -0.0058 -0.0045
H -0.4844 5.3065 -2.8438 0.0217 -0.0083 0.0052
H -0.5274 3.2218 -4.2768 0.0067 0.0025 0.0047
H -0.7316 1.0610 -3.1768 0.0969 -0.0702 0.0184
B 1.4777 -1.9262 1.9269 -0.0406 -0.0235 -0.0568
N 1.8133 -0.4113 1.8064 -0.0407 0.1267 0.0092
C 2.9680 0.1613 2.1667 0.0182 -0.0553 0.0184
C 2.9632 1.4822 1.7551 0.0109 0.0247 -0.0032
C 1.7268 1.6340 1.1343 -0.0587 -0.0571 0.1669
N 1.0316 0.4966 1.1799 0.3257 0.2221 -0.3188
N -0.0355 -2.0715 2.1745 -0.0225 0.0038 0.0488
C -0.6395 -2.7690 3.1439 -0.0143 -0.0207 0.0048
C -2.0033 -2.7528 2.9137 0.0210 -0.0022 0.0499
C -2.1381 -1.9923 1.7548 0.0648 -0.0132 0.0321
N -0.9443 -1.5878 1.3121 0.1338 0.0389 -0.0100
H 2.0719 -2.3874 2.8683 0.0152 0.0452 0.0221
H 1.7495 -2.5174 0.9042 0.0074 0.0162 0.0117
H 3.7091 -0.4149 2.6958 0.0028 0.0169 -0.0036
H 3.7329 2.2210 1.8941 -0.0021 -0.0068 0.0057
H 1.3025 2.5037 0.6638 0.0345 0.0033 -0.0359
H -0.0513 -3.2323 3.9174 -0.0179 -0.0072 -0.0006
H -2.7806 -3.2150 3.4965 0.0094 -0.0051 -0.0022
H -3.0291 -1.7269 1.2172 -0.0004 0.0247 0.0213
Br 4.8492 -2.6756 -1.7812 0.0174 -0.0052 0.0028
C 3.8156 -1.1246 -2.0842 -0.0082 0.0125 0.0169
C 4.2138 -0.1748 -3.0033 0.0299 -0.0040 -0.0167
C 3.4085 0.9420 -3.1493 -0.0130 0.0676 -0.0056
C 2.2441 1.0359 -2.4026 0.0928 0.0100 0.0594
N 1.8386 0.1014 -1.5416 0.5106 -0.0487 -0.4386
C 2.6392 -0.9488 -1.3710 -0.0240 -0.0047 0.0482
H 5.1247 -0.2995 -3.5728 0.0005 0.0100 0.0070
H 3.6785 1.7387 -3.8294 0.0093 -0.0173 -0.0143
H 1.6219 1.9161 -2.4898 -0.0149 -0.0125 -0.0061
H 2.3418 -1.6748 -0.6264 -0.0305 -0.0203 -0.0108
C -5.2144 -0.0919 1.0195 -0.0290 -0.0104 -0.0069
O -4.1484 0.6578 1.6070 0.1305 0.1227 0.0985
C -3.0566 0.8433 0.8446 -0.2436 -0.7004 -0.3879
O -2.9815 0.3047 -0.2585 -0.0371 0.3806 -0.0333
H -6.0651 0.0507 1.6785 0.0016 -0.0040 0.0116
H -4.9697 -1.1519 0.9607 0.0237 0.0084 -0.0137
H -5.4383 0.2767 0.0208 0.0016 0.0119 -0.0053
C -1.1890 -1.3425 -3.0464 0.1114 -0.0906 0.0738
N -1.5272 -2.3311 -4.0627 0.0181 0.0120 -0.0486
C -0.5218 -3.3963 -4.0051 -0.0007 -0.0158 0.0226
N -0.4645 -4.0282 -2.6862 -0.0195 -0.0284 0.0092
C -0.1329 -3.0065 -1.6955 -0.0301 0.0300 0.0831
N -1.1210 -1.9054 -1.6804 -0.3916 0.3137 -0.3495
C -2.4507 -2.5169 -1.4105 0.1406 -0.0714 0.0364
N -2.8204 -3.5229 -2.4003 -0.0282 -0.0386 -0.0005
C -2.8316 -2.9036 -3.7241 0.0574 -0.0114 0.0338
C -1.7919 -4.5670 -2.3862 0.0053 0.0317 -0.0105
H -1.9433 -0.5551 -3.0435 -0.0478 -0.0092 -0.0215
H -0.2101 -0.9210 -3.2823 0.0267 0.0356 0.0142
H 0.4574 -2.9727 -4.2383 0.0048 0.0074 -0.0061
H -0.7629 -4.1544 -4.7523 -0.0059 -0.0047 -0.0090
H 0.8463 -2.5967 -1.9318 0.0116 0.0317 -0.0143
H -0.0978 -3.4494 -0.6990 0.0138 0.0061 0.0081
H -3.1933 -1.7214 -1.3792 -0.0272 -0.0086 -0.0527
H -2.4008 -3.0063 -0.4411 -0.0068 0.0279 0.0199
H -3.5816 -2.1102 -3.7400 -0.0054 0.0058 -0.0021
H -3.0978 -3.6540 -4.4707 0.0026 -0.0121 -0.0034
H -2.0433 -5.3245 -3.1308 -0.0044 -0.0105 -0.0063
H -1.7736 -5.0356 -1.4006 0.0039 0.0114 0.0104
```
Positions in Å, forces in eV/Å.

For the max |F|, the calculation gives 0.036 hartree/bohr. For the frontier orbital gap (spin up / spin down), the calculation gives 5.44 / 5.75 eV. As for the expectation value of S²: 0.8023. Its spin multiplicity is 2.

Taken from the Mulliken analysis, the atomic charges in e are:
1. Ru 1.8058
2. S -0.1999
3. C -0.5165
4. C -1.3614
5. C 0.8150
6. C 0.4809
7. C 0.9542
8. C -1.1961
9. C -0.6514
10. C -0.9490
11. C -0.8190
12. N 1.2121
13. H 0.4866
14. H 0.4975
15. H 0.4405
16. H 0.4154
17. H 0.5119
18. H 0.1423
19. B 0.0761
20. N -0.6391
21. C -0.2162
22. C -1.5101
23. C -0.6683
24. N 1.0414
25. N -0.5837
26. C -0.4818
27. C -1.5601
28. C -0.9286
29. N 1.6034
30. H -0.1790
31. H -0.2181
32. H 0.4557
33. H 0.4438
34. H 0.6818
35. H 0.4537
36. H 0.4678
37. H 0.7600
38. Br -0.1707
39. C -0.5660
40. C -0.2720
41. C -0.9534
42. C -0.1656
43. N 0.6201
44. C -0.0403
45. H 0.4486
46. H 0.4788
47. H 0.2169
48. H 0.1612
49. C -0.6441
50. O -0.3827
51. C -0.1773
52. O -0.6509
53. H 0.2774
54. H 0.2800
55. H 0.3026
56. C -1.2900
57. N 0.1185
58. C -0.7106
59. N 0.1427
60. C -0.8422
61. N 2.3804
62. C -1.1828
63. N 0.1577
64. C -0.6235
65. C -0.7070
66. H 0.3484
67. H -0.0301
68. H 0.3445
69. H 0.3432
70. H -0.1225
71. H 0.0604
72. H 0.0489
73. H 0.3008
74. H 0.3443
75. H 0.3505
76. H 0.3631
77. H 0.3753

Q: Which of these has the lowest max |F|?
A: C28H33BBrN10O2RuS